1.
Below is a cluster of 2 separate species, C3H8N5O2 in total at a distorted geometry, with properties calculated with wB97M-V/def2-TZVPD.

CARTESIAN COORDINATES (ANGSTROEM)
C -0.2845 -0.3226 1.2907
C 3.3956 0.4308 -0.1491
C 0.1307 -2.3842 0.0408
N -0.6078 0.8288 1.5869
N -0.4155 -1.2252 0.1887
N -1.2035 1.7160 -0.7351
N -1.2481 -0.8730 -0.7356
N -1.3695 1.8581 0.6573
O 4.4510 0.7062 -0.4948
O 2.3413 0.1506 0.2151
H 0.3719 -0.7093 2.0370
H 0.6903 -3.0204 0.7088
H -0.2340 -2.8108 -0.8904
H -1.9604 2.2289 -1.0674
H -0.3306 1.9393 -1.2844
H -1.3880 0.1358 -0.9624
H -1.0794 -1.3451 -1.6571
H -1.2598 2.6961 1.2508

Largest force on an atom ... 0.1196 Eh/bohr
Net charge ... +1
Highest occupied orbital energy ... -0.4947 Ha
Relative energy (zero: lowest compared OMol25 entry of this formula, charge and spin) ... 31.6 kcal/mol

=====

2.
Below is the molecule C3H8N6 at a distorted geometry, with properties calculated with wB97M-V/def2-TZVPD.

CARTESIAN COORDINATES (ANGSTROEM)
C -2.8141 -0.8600 0.0654
N -1.5263 -0.2710 0.2620
C -1.4247 1.1389 0.0129
N -0.3278 1.8116 -0.1041
N 0.8184 1.0079 0.0146
C 0.8289 -0.3634 -0.1792
N 1.9071 -1.0193 -0.0276
N 3.0142 -0.1229 0.1521
N -0.4423 -0.9861 -0.2922
H -3.0409 -0.9330 -0.9783
H -3.5001 -0.2066 0.5608
H -2.8490 -1.8215 0.5702
H -2.3600 1.6969 0.0300
H 1.6418 1.5384 -0.2055
H 3.6740 -0.5148 -0.5024
H 3.3600 -0.2474 1.1015
H -0.5698 -1.9468 -0.0050

SMILES ... CN1C=NN/C(=N\N)N1
Largest force on an atom ... 0.0671 Eh/bohr
Highest occupied orbital energy ... -0.2902 Ha
Relative energy (zero: lowest compared OMol25 entry of this formula, charge and spin) ... 39.1 kcal/mol

=====

3.
Below is the ion C3H8NO with charge -1 at a distorted geometry, with properties calculated with wB97M-V/def2-TZVPD.

CARTESIAN COORDINATES (ANGSTROEM)
C -1.0615 -0.3105 1.2235
N -0.9824 0.5381 0.0446
C 0.4356 0.8470 -0.2749
C 1.0640 -0.3368 -1.0144
O 0.2747 -0.7844 -1.9928
H -1.2873 0.3201 2.0935
H -1.9477 -0.9591 1.1902
H -0.2170 -0.9965 1.3351
H -1.1764 -0.0446 -0.7870
H 0.4621 1.7227 -0.9245
H 0.9825 1.1129 0.6404
H 2.1041 -0.0091 -1.3116
H 1.3494 -1.0998 -0.2221

SMILES ... CNCC[O-]
Largest force on an atom ... 0.0206 Eh/bohr
Net charge ... -1
Highest occupied orbital energy ... -0.0888 Ha
Relative energy (zero: lowest compared OMol25 entry of this formula, charge and spin) ... 11.6 kcal/mol

=====

4.
Below is a cluster of 2 separate species, C3H8NO in total at a distorted geometry, with properties calculated with wB97M-V/def2-TZVPD.

CARTESIAN COORDINATES (ANGSTROEM)
C 0.3293 -0.3135 -0.5375
N -0.1060 -1.4392 -1.4784
C -0.5817 0.9769 -0.6135
C -0.5221 0.4502 0.7337
O 0.2852 0.9843 1.6880
H 0.2555 -1.3171 -0.0908
H 2.2613 -2.5877 1.7482
H 1.3839 0.1581 -0.6327
H 0.5218 -1.2259 -2.2907
H -0.0331 1.8510 -0.9272
H -1.5127 0.9533 -1.2700
H 1.5833 -2.2538 1.6204
H -1.3528 -0.0596 1.1918

Multiplicity ... 2
Largest force on an atom ... 0.1596 Eh/bohr
Highest occupied orbital energy (alpha / beta) ... -0.3239 / -0.3234 Ha
<S²> ... 0.756
Relative energy (zero: lowest compared OMol25 entry of this formula, charge and spin) ... 130.7 kcal/mol

=====

5.
Below is a cluster of 2 separate species, C3H8NO in total at a distorted geometry, with properties calculated with wB97M-V/def2-TZVPD.

CARTESIAN COORDINATES (ANGSTROEM)
C 0.3613 1.2509 -0.1334
C 0.9823 0.0169 0.2929
C -1.4042 -0.5954 -0.0680
N -0.1853 -0.1541 -0.5522
O 2.1394 -0.5540 -0.0499
H -0.4032 1.6972 0.5132
H 0.8100 1.9332 -1.0153
H -0.3677 -0.8616 2.1034
H -1.7663 -1.3860 -0.8785
H -1.0591 -1.1035 0.9616
H -2.1825 0.2041 0.1388
H 0.0619 -0.2840 -1.4833
H 3.0132 -0.1634 0.1706

Largest force on an atom ... 0.0889 Eh/bohr
Net charge ... +1
Highest occupied orbital energy (alpha / beta) ... -0.5277 / -0.5197 Ha
Relative energy (zero: lowest compared OMol25 entry of this formula, charge and spin) ... 154.4 kcal/mol

=====

6.
Below is the ion C3H8NO with charge +1 at a distorted geometry, with properties calculated with wB97M-V/def2-TZVPD.

CARTESIAN COORDINATES (ANGSTROEM)
C 0.4469 1.4132 -0.0716
C 1.5090 -0.7747 0.1852
C 0.3682 0.0405 -0.3938
N -2.1935 -0.3301 -0.0403
O -0.9831 -0.0916 0.4747
H 0.7001 1.5456 0.8884
H 1.6725 -1.7683 -0.3457
H 1.1981 -0.8495 1.1571
H 2.4670 -0.0995 0.0858
H 0.1116 2.1582 -0.7018
H -0.0103 -0.3100 -1.3390
H -2.4076 -1.3206 -0.1293
H -2.8789 0.3867 0.2302

Largest force on an atom ... 0.0734 Eh/bohr
Net charge ... +1
Highest occupied orbital energy (alpha / beta) ... -0.5261 / -0.5658 Ha
Relative energy (zero: lowest compared OMol25 entry of this formula, charge and spin) ... 128.7 kcal/mol

=====

7.
Below is the ion C3H8NO with charge +1 at a distorted geometry, with properties calculated with wB97M-V/def2-TZVPD.

CARTESIAN COORDINATES (ANGSTROEM)
C 1.4116 -0.4310 0.0063
C 0.0773 -0.1405 0.5184
N -0.5900 1.1932 0.0567
C -1.0537 -0.0560 -0.4004
O -2.5151 -0.3673 0.2111
H 1.4292 -0.6200 -1.0512
H 1.6607 -1.4217 0.3237
H 2.2092 0.1905 0.3867
H -0.1651 -0.4159 1.5469
H -1.1646 1.6462 0.7157
H -0.1542 1.7656 -0.6658
H -0.9216 -0.3098 -1.5052
H -2.7082 -1.2981 -0.0357

SMILES ... C[C@H]1[NH2+][C@@H]1O
Largest force on an atom ... 0.1130 Eh/bohr
Net charge ... +1
Highest occupied orbital energy ... -0.5868 Ha
Relative energy (zero: lowest compared OMol25 entry of this formula, charge and spin) ... 38.8 kcal/mol

=====

8.
Below is a cluster of 2 separate species, C3H8NO in total at a distorted geometry, with properties calculated with wB97M-V/def2-TZVPD.

CARTESIAN COORDINATES (ANGSTROEM)
C -1.1623 1.5246 -1.1993
N -1.2023 1.0196 -0.0349
H -1.8671 2.3076 -1.4569
H -0.2668 1.3453 -1.7683
H -0.3757 0.3917 0.3050
H -1.8666 1.4469 0.6016
C 0.5018 -1.9348 0.0635
C 1.3006 -1.1360 0.7563
O 1.1158 0.2538 0.5950
H 0.2721 -2.9704 0.2547
H 0.0472 -1.5009 -0.8342
H 2.1905 -1.4529 1.2905
H 1.3128 0.7055 1.4269

Largest force on an atom ... 0.0258 Eh/bohr
Net charge ... +1
Highest occupied orbital energy ... -0.5005 Ha
Relative energy (zero: lowest compared OMol25 entry of this formula, charge and spin) ... 42.1 kcal/mol

=====

9.
Below is a cluster of 2 separate species, C3H8NO in total at a distorted geometry, with properties calculated with wB97M-V/def2-TZVPD.

CARTESIAN COORDINATES (ANGSTROEM)
C -2.0201 -1.3264 0.2183
N -1.6464 -0.5844 -0.7554
H -1.2617 -1.7461 0.8745
H -3.0724 -1.5380 0.3934
H -0.6719 -0.2509 -0.7712
H -2.0995 -0.5663 -1.6715
C 1.1713 1.3886 1.0108
C 1.9222 0.5859 0.1264
O 1.4451 -0.0991 -0.8920
H 1.6217 1.4984 1.9894
H 0.1733 1.7864 0.8656
H 2.9800 0.4721 0.3636
H 1.4584 0.3797 -1.7519

Multiplicity ... 2
Largest force on an atom ... 0.0258 Eh/bohr
Net charge ... +2
Highest occupied orbital energy (alpha / beta) ... -0.7925 / -0.8144 Ha
<S²> ... 0.752
Relative energy (zero: lowest compared OMol25 entry of this formula, charge and spin) ... 21.9 kcal/mol

=====

10.
Below is the ion C3H8NO2 with charge -1 at a distorted geometry, with properties calculated with wB97M-V/def2-TZVPD.

CARTESIAN COORDINATES (ANGSTROEM)
N -0.9446 0.8273 0.9134
C -0.2940 0.0271 -0.1030
C -0.3774 -1.5792 -0.1222
O 0.0965 -2.1289 -1.2194
C 1.0892 0.5295 -0.3824
O 1.1474 1.9481 -0.6569
H -0.3995 0.7977 1.7794
H -1.8288 0.3881 1.1686
H -0.7696 0.0774 -1.1161
H -1.4531 -1.7142 0.1420
H 0.2392 -1.8537 0.8068
H 1.4844 0.1281 -1.3057
H 1.7094 0.2317 0.4785
H 0.3010 2.3211 -0.3830

SMILES ... N[C@H](C[O-])CO
Largest force on an atom ... 0.0648 Eh/bohr
Net charge ... -1
Highest occupied orbital energy ... -0.0930 Ha
Relative energy (zero: lowest compared OMol25 entry of this formula, charge and spin) ... 65.7 kcal/mol

=====

11.
Below is a structure of composition C3H8NO2 at a distorted geometry, with properties calculated with wB97M-V/def2-TZVPD.

CARTESIAN COORDINATES (ANGSTROEM)
C -0.0467 0.5384 -1.4020
C -0.3118 0.2619 -0.0112
C -0.2350 -0.9491 0.8228
N 0.8857 1.0976 -0.4052
O -1.4728 1.4124 0.7066
O 0.8654 -1.7839 0.4237
H 0.5830 -0.0954 -1.9378
H -0.5247 1.1809 -2.1048
H -1.1267 -1.6593 0.6165
H -0.0400 -0.6745 1.7928
H 1.7378 0.4488 -0.4087
H 0.9275 2.1076 -0.0679
H -2.1230 0.7592 0.9674
H 0.8814 -2.6447 1.0077

Largest force on an atom ... 0.1113 Eh/bohr
Net charge ... +1
Highest occupied orbital energy ... -0.5669 Ha
Relative energy (zero: lowest compared OMol25 entry of this formula, charge and spin) ... 108.4 kcal/mol

=====

12.
Below is a cluster of 2 separate species, C3H8NO2 in total at a distorted geometry, with properties calculated with wB97M-V/def2-TZVPD.

CARTESIAN COORDINATES (ANGSTROEM)
C 3.1850 -0.5819 -0.1998
C 2.2428 0.4188 0.2946
C -2.5225 -0.0523 -0.6180
N -1.6724 0.2112 0.6211
O 3.3748 0.8711 0.0270
O 1.1192 0.5311 0.6846
H 3.7787 -1.3696 0.3202
H 3.1874 -0.8249 -1.2945
H -1.8999 0.3361 -1.4051
H -2.8475 -1.1016 -0.7459
H -3.4595 0.5084 -0.5514
H -1.6487 1.3236 0.8251
H -0.6730 -0.1319 0.5543
H -2.1645 -0.1380 1.4877

Largest force on an atom ... 0.0931 Eh/bohr
Net charge ... +1
Highest occupied orbital energy ... -0.5232 Ha
Relative energy (zero: lowest compared OMol25 entry of this formula, charge and spin) ... 67.1 kcal/mol

=====

13.
Below is the ion C3H8NO2 with charge +1 at a distorted geometry, with properties calculated with wB97M-V/def2-TZVPD.

CARTESIAN COORDINATES (ANGSTROEM)
C -1.1402 1.0027 0.7889
C 0.3495 0.4849 0.5404
O 0.7186 -0.6174 1.4312
C 0.5761 -0.1065 -0.8282
N 0.1749 -1.3125 -0.9972
O 1.0822 0.4967 -1.8369
H -1.4314 1.1727 1.8051
H -1.2155 1.9726 0.2320
H -1.9000 0.2617 0.5450
H 1.0963 1.1888 0.5698
H 0.2503 -0.7032 2.2562
H 0.4285 -1.7516 -1.8203
H -0.2414 -1.9272 -0.1862
H 1.2522 -0.1616 -2.4999

SMILES ... C[C@@H](O)C(=[NH2+])O
Largest force on an atom ... 0.0827 Eh/bohr
Net charge ... +1
Highest occupied orbital energy ... -0.5787 Ha
Relative energy (zero: lowest compared OMol25 entry of this formula, charge and spin) ... 42.5 kcal/mol

=====

14.
Below is a structure of composition C3H8NO2S at a distorted geometry, with properties calculated with wB97M-V/def2-TZVPD.

CARTESIAN COORDINATES (ANGSTROEM)
C 1.9782 -0.9856 1.1577
C -1.1902 -0.0095 0.4499
C -0.5987 0.4139 -1.7554
N -0.5378 -0.3637 -0.5011
O 2.7197 -0.4832 -1.1350
O 0.4668 2.2200 0.8280
S 1.9048 0.1111 -0.0270
H 2.2491 -1.8770 0.7053
H 1.1064 -1.1227 1.9217
H 0.7318 3.2351 1.5400
H -2.0014 0.7782 0.5209
H -1.0846 -0.4650 1.4555
H -1.5898 0.5865 -2.1836
H -0.1279 1.3360 -1.5400
H 0.0871 -0.0877 -2.4339

Largest force on an atom ... 0.1148 Eh/bohr
Net charge ... -1
Highest occupied orbital energy ... -0.1117 Ha
Relative energy (zero: lowest compared OMol25 entry of this formula, charge and spin) ... 179.3 kcal/mol

=====

15.
Below is a cluster of 2 separate species, C3H8NO3 in total at a distorted geometry, with properties calculated with wB97M-V/def2-TZVPD.

CARTESIAN COORDINATES (ANGSTROEM)
C -1.0140 -0.6792 2.0903
C -0.1951 -0.7798 0.8444
C 0.6722 0.8392 -1.4350
N 1.6726 0.0020 -1.5964
O -1.6090 -1.6428 1.1992
O 0.7250 1.9342 -0.7824
O -0.4155 0.7613 -2.1229
H -0.4962 -1.1199 3.0249
H -1.7150 0.2106 2.2055
H 0.5452 -1.5381 1.2052
H 1.5551 -0.6548 -2.3766
H -2.3883 -1.2367 0.8758
H 2.5583 0.1637 -1.1800
H 1.1520 2.1625 0.0393
H -1.0473 1.5778 -1.9916

Largest force on an atom ... 0.0561 Eh/bohr
Net charge ... +1
Highest occupied orbital energy ... -0.4562 Ha
Relative energy (zero: lowest compared OMol25 entry of this formula, charge and spin) ... 114.2 kcal/mol

=====

16.
Below is a cluster of 2 separate species, C3H8NO3S in total at a distorted geometry, with properties calculated with wB97M-V/def2-TZVPD.

CARTESIAN COORDINATES (ANGSTROEM)
C -2.8814 0.4151 -0.2086
C 2.7978 -0.3091 0.2922
C -1.3949 0.5520 -0.0165
N -0.5291 -0.3393 -0.0019
O -1.8218 -2.4324 0.8114
O 0.5081 -2.6569 -0.0133
O 3.0108 -1.5456 -0.3280
S -0.8571 -2.1160 -0.2724
H -3.1798 -0.5959 0.0547
H -3.4097 1.1421 0.4085
H -3.1336 0.6076 -1.2535
H 1.7387 -0.0434 0.3120
H 3.3504 0.4554 -0.2666
H 3.1759 -0.3226 1.3253
H 2.1602 -2.0469 -0.2379
H -1.0558 1.5918 0.1241

Largest force on an atom ... 0.0276 Eh/bohr
Net charge ... -1
Highest occupied orbital energy ... -0.1411 Ha
Relative energy (zero: lowest compared OMol25 entry of this formula, charge and spin) ... 50.1 kcal/mol

=====

17.
Below is a cluster of 2 separate species, C3H8NO4 in total at a distorted geometry, with properties calculated with wB97M-V/def2-TZVPD.

CARTESIAN COORDINATES (ANGSTROEM)
C -0.0030 1.2727 0.3539
C -0.4323 1.4178 -1.1047
O -0.5898 0.1510 -1.7592
N 1.2918 0.6994 0.6421
C 1.2917 -0.7559 0.9667
O 2.2566 -1.3501 0.4418
O 0.3699 -1.1576 1.6867
H -0.6988 0.5794 0.8354
H -0.1439 2.1980 0.9273
H -1.4513 1.8359 -1.1937
H 0.2510 1.9621 -1.7543
H -0.5198 -0.6246 -1.1791
H 2.1707 0.9191 0.2180
H -0.5112 -2.7224 0.1996
H -1.8352 -1.8485 0.5837
O -1.4464 -2.5763 0.1358

Largest force on an atom ... 0.0612 Eh/bohr
Net charge ... -1
Highest occupied orbital energy ... -0.1550 Ha
Relative energy (zero: lowest compared OMol25 entry of this formula, charge and spin) ... 20.2 kcal/mol

=====

18.
Below is a cluster of 2 separate species, C3H8NO4 in total at a distorted geometry, with properties calculated with wB97M-V/def2-TZVPD.

CARTESIAN COORDINATES (ANGSTROEM)
C -1.1189 -0.5150 0.6392
C -2.0965 1.2553 -0.3673
C 1.9450 -0.3071 0.1537
N 3.2905 -0.3679 -0.0283
O -2.0599 -1.1604 0.1448
O 1.3681 0.0833 -0.9540
O 1.4274 -0.5084 1.2275
O -1.0922 0.7783 0.4751
H -2.1274 0.8839 -1.3527
H -1.6924 2.2910 -0.5717
H -3.0349 1.3538 0.1933
H 3.6326 -0.3160 -0.9911
H -2.2051 -2.1723 0.2581
H 3.7753 -0.6532 0.7150
H 0.5685 0.5222 -0.7545
H -0.5802 -1.1674 1.2127

Largest force on an atom ... 0.0996 Eh/bohr
Net charge ... +1
Highest occupied orbital energy ... -0.5136 Ha
Relative energy (zero: lowest compared OMol25 entry of this formula, charge and spin) ... 30.0 kcal/mol

=====

19.
Below is the ion C3H8NO5P2 with charge -1 at a distorted geometry, with properties calculated with wB97M-V/def2-TZVPD.

CARTESIAN COORDINATES (ANGSTROEM)
C 0.3782 -0.1353 -0.6697
C -1.5587 1.2627 0.0082
C -1.6682 -1.2046 0.1548
N -0.8614 -0.0235 0.0596
O 1.3589 1.3333 1.3899
O 1.7332 -1.4993 1.4031
O 1.7152 2.4584 -0.8452
O 2.0741 -2.2584 -1.1167
O 2.7590 0.0544 -0.2525
P 1.6075 1.1774 -0.1714
P 1.7120 -1.3315 -0.0590
H 0.3688 -0.2506 -1.7422
H -2.1006 1.3475 -0.9989
H -2.3466 1.2053 0.8440
H -0.7448 1.9498 -0.0669
H -2.1400 -1.5807 -0.8389
H -0.9847 -2.0601 0.3677
H -2.5348 -0.8677 0.7515
H 1.2328 0.4230 1.7825

Largest force on an atom ... 0.0619 Eh/bohr
Net charge ... -1
Highest occupied orbital energy ... -0.1867 Ha
Relative energy (zero: lowest compared OMol25 entry of this formula, charge and spin) ... 0.0 kcal/mol

=====

20.
Below is a cluster of 2 separate species, C3H8NOP in total at a distorted geometry, with properties calculated with wB97M-V/def2-TZVPD.

CARTESIAN COORDINATES (ANGSTROEM)
C 0.3455 1.5603 -0.6598
C -0.5918 0.5330 -1.2658
C -2.0983 0.4902 -1.1634
P -1.1569 -1.1090 -0.9783
O -0.2186 -0.3295 -2.2382
H -0.0601 2.5378 -0.4941
H 1.1543 1.7540 -1.3351
H 0.8020 1.2074 0.3377
H -2.6457 0.5040 -2.1983
H -2.5879 0.7148 -0.2180
N 1.9319 -1.7324 2.5979
H 2.0123 -2.4837 3.3460
H 0.9323 -1.4717 2.4794
H 2.1810 -2.1753 1.7900

SMILES ... C[C@]12CP1O2.N
Largest force on an atom ... 0.0751 Eh/bohr
Highest occupied orbital energy ... -0.3033 Ha
Relative energy (zero: lowest compared OMol25 entry of this formula, charge and spin) ... 60.7 kcal/mol